C13H16NO | ωB97M-V/def2-TZVPD

The HOMO-LUMO gap is 10.24 eV. As for the charge: +1. For the max |F|, the calculation gives 4.48 eV/Å. The relative energy (zero: lowest compared OMol25 entry of this formula, charge and spin) is 429.45 kJ/mol.

Atoms and positions in Å:
C: -2.932 -1.465 0.295
C: -1.935 -0.834 0.480
C: 2.591 -3.094 1.063
C: 1.426 -3.475 0.456
C: 2.852 -1.802 1.531
C: 0.468 -2.519 0.261
C: 1.815 -0.827 1.347
C: 0.620 -1.217 0.800
C: 0.264 2.637 -1.538
C: -1.245 2.646 -1.832
C: 0.257 1.971 -0.214
C: -1.796 1.325 -1.161
C: -0.840 0.071 0.754
N: -0.559 0.794 -0.509
O: -1.004 1.039 1.738
H: -3.863 -1.907 0.058
H: 3.208 -3.896 1.187
H: 1.266 -4.367 -0.108
H: 3.889 -1.642 1.975
H: -0.539 -2.846 0.020
H: 1.878 0.133 1.789
H: 0.845 1.909 -2.115
H: 0.773 3.654 -1.611
H: -1.667 3.493 -1.387
H: -1.488 2.667 -2.951
H: 1.273 1.785 0.207
H: -0.318 2.632 0.406
H: -2.557 1.459 -0.414
H: -2.189 0.713 -1.946
H: -0.006 0.228 -1.070
H: -0.489 0.737 2.490



C5H26O9 | ωB97M-V/def2-TZVPD

The HOMO-LUMO gap is 8.82 eV. As for the charge: 0. For the max |F|, the calculation gives 1.64 eV/Å. Its SMILES is C=CC(=C)C.O.O.O.O.O.O.O.O.O. The relative energy (zero: lowest compared OMol25 entry of this formula, charge and spin) is 233.98 kJ/mol.

Atoms and positions in Å:
C: -0.577 -2.466 -2.089
C: -1.237 -1.547 -1.099
C: -2.515 -1.559 -0.714
C: -0.509 0.854 -1.009
C: -0.368 -0.420 -0.671
H: -1.167 -3.384 -2.057
H: 0.436 -2.634 -1.743
H: -0.655 -1.997 -3.070
H: -3.223 -2.315 -1.061
H: -2.904 -0.917 0.062
H: -1.385 1.059 -1.610
H: 0.220 1.636 -0.869
H: 0.480 -0.774 -0.088
H: 0.556 1.234 3.461
H: 0.037 -0.006 4.322
O: 0.222 0.310 3.430
H: 0.451 0.137 -3.108
H: -0.186 1.465 -3.617
O: -0.029 0.541 -3.843
H: 1.062 3.073 -1.314
H: -0.058 4.033 -1.213
O: 0.351 3.446 -1.854
H: 2.430 0.491 0.113
H: 3.855 0.991 -0.258
O: 2.981 0.809 -0.614
H: 1.371 -0.373 2.311
H: 1.941 -1.706 2.236
O: 2.123 -0.842 1.872
H: -1.813 -1.469 2.470
H: -1.967 -2.631 1.535
O: -1.914 -2.432 2.479
H: 0.244 3.525 2.811
H: 0.499 2.356 1.902
O: 0.852 2.780 2.696
H: -1.416 0.690 2.763
H: -3.032 0.323 2.799
O: -2.303 0.785 2.385
H: 2.646 -0.932 -1.853
H: 2.461 -0.898 -3.348
O: 2.039 -1.231 -2.544



C27H41HfN2O | ωB97M-V/def2-TZVPD

The HOMO-LUMO gap is 7.51 eV. As for the charge: +1. For the max |F|, the calculation gives 3.35 eV/Å. The relative energy (zero: lowest compared OMol25 entry of this formula, charge and spin) is 0.00 kJ/mol.

Atoms and positions in Å:
C: 1.101 -2.466 0.020
C: 1.978 -1.691 -0.822
C: 1.369 -1.565 -2.102
C: 0.094 -2.192 -2.065
C: -0.057 -2.798 -0.768
Hf: -0.163 -0.496 -0.186
C: -2.906 1.102 -1.522
C: -2.625 0.594 -0.270
H: -2.694 1.267 0.595
C: -2.332 -0.824 -0.018
H: -2.685 -1.551 -0.756
H: -2.572 -1.172 0.992
C: -3.010 2.574 -1.760
H: -2.469 3.163 -1.011
H: -2.622 2.844 -2.753
H: -4.073 2.872 -1.750
C: -3.420 0.261 -2.645
H: -3.331 -0.817 -2.479
H: -4.494 0.478 -2.803
H: -2.919 0.500 -3.597
C: 3.385 -1.299 -0.530
H: 3.582 -1.257 0.547
H: 4.094 -2.023 -0.964
H: 3.626 -0.316 -0.964
C: 2.072 -1.028 -3.298
H: 2.433 -0.005 -3.129
H: 2.947 -1.648 -3.547
H: 1.424 -1.007 -4.181
C: -0.760 -2.492 -3.248
H: -0.796 -1.649 -3.945
H: -0.378 -3.362 -3.808
H: -1.790 -2.717 -2.952
C: -1.075 -3.824 -0.404
H: -2.006 -3.701 -0.970
H: -0.692 -4.834 -0.626
H: -1.316 -3.790 0.666
C: 1.430 -3.043 1.352
H: 0.524 -3.350 1.883
H: 2.061 -3.935 1.237
H: 1.975 -2.330 1.983
C: 0.110 1.187 -1.633
C: 0.550 2.385 -1.090
C: -0.190 1.152 -3.011
C: 1.036 3.411 -1.929
H: 0.632 2.492 -0.001
C: 0.174 2.217 -3.849
H: -0.719 0.298 -3.454
C: 0.847 3.320 -3.307
H: 1.531 4.270 -1.481
H: -0.051 2.159 -4.917
H: 1.177 4.127 -3.957
C: -1.980 0.413 3.307
N: -0.621 0.747 3.700
C: -0.449 1.514 4.928
C: 0.888 1.160 5.508
C: 2.003 1.381 4.524
N: 1.615 0.959 3.187
C: 2.695 0.912 2.207
C: 0.383 0.624 2.843
O: 0.161 0.165 1.629
H: -2.356 1.083 2.521
H: -2.615 0.533 4.185
H: -2.048 -0.632 2.962
H: -0.506 2.595 4.714
H: -1.268 1.234 5.592
H: 0.878 0.112 5.824
H: 1.066 1.766 6.400
H: 2.890 0.804 4.813
H: 2.290 2.445 4.498
H: 2.418 1.397 1.256
H: 3.563 1.428 2.628
H: 2.989 -0.129 2.001



C8H21BINO5PS2 | ωB97M-V/def2-TZVPD

The HOMO-LUMO gap is 6.31 eV. As for the charge: -1. For the max |F|, the calculation gives 0.76 eV/Å.

Atoms and positions in Å:
N: -0.215 -3.670 -0.416
P: 1.264 -3.425 -1.256
O: 0.762 -3.498 -2.877
B: 1.341 -1.482 -1.023
I: 1.907 -1.085 1.190
H: -0.820 -2.855 -0.454
H: -0.752 -4.471 -0.722
H: -0.173 -3.269 -2.947
H: 0.241 -1.006 -1.188
H: 2.208 -0.998 -1.725
C: -0.715 -1.683 3.481
C: -1.712 -0.621 3.969
C: -2.779 -0.471 2.880
S: -2.862 -2.070 2.046
O: -2.375 -1.892 0.709
O: -4.134 -2.707 2.297
C: -1.552 -2.854 2.980
H: -0.035 -1.997 4.272
H: -0.115 -1.288 2.658
H: -2.176 -0.945 4.904
H: -1.219 0.332 4.156
H: -3.771 -0.235 3.257
H: -2.483 0.249 2.119
H: -1.018 -3.519 2.301
H: -2.016 -3.415 3.792
C: 1.952 2.744 -3.416
C: 1.480 4.196 -3.212
C: 0.624 4.222 -1.939
S: 1.252 2.870 -0.908
O: 0.205 1.900 -0.784
O: 1.891 3.433 0.255
C: 2.469 2.265 -2.064
H: 2.725 2.672 -4.181
H: 1.113 2.117 -3.727
H: 2.349 4.847 -3.090
H: 0.915 4.560 -4.070
H: 0.702 5.145 -1.372
H: -0.420 3.995 -2.144
H: 2.520 1.182 -1.946
H: 3.421 2.727 -1.805



C5H14N | ωB97M-V/def2-TZVPD

The HOMO-LUMO gap is 8.66 eV. As for the charge: +1. For the max |F|, the calculation gives 0.64 eV/Å. The relative energy (zero: lowest compared OMol25 entry of this formula, charge and spin) is 132.45 kJ/mol.

Atoms and positions in Å:
C: -0.081 -2.794 1.890
N: 1.137 -2.617 1.585
H: -0.384 -3.595 2.553
H: -0.798 -2.085 1.492
H: 1.360 -1.867 0.913
H: 1.898 -3.199 1.911
C: 1.203 -0.207 -0.505
C: -1.612 2.502 -0.948
C: -0.926 1.149 -1.073
C: 0.462 1.128 -0.455
H: 0.476 -1.033 -0.471
H: 1.893 -0.306 0.344
H: 1.798 -0.324 -1.408
H: -2.645 2.450 -1.287
H: -1.099 3.268 -1.535
H: -1.609 2.887 0.073
H: -0.884 0.910 -2.140
H: -1.573 0.388 -0.616
H: 1.020 1.941 -0.923
H: 0.363 1.403 0.600



C4H12N2O | ωB97M-V/def2-TZVPD

The HOMO-LUMO gap is 8.95 eV. As for the charge: 0. For the max |F|, the calculation gives 0.54 eV/Å. Its SMILES is C=C(N)CN.CO. The relative energy (zero: lowest compared OMol25 entry of this formula, charge and spin) is 174.11 kJ/mol.

Atoms and positions in Å:
C: -0.175 -2.295 -0.898
O: -0.036 -1.505 -2.060
H: -0.241 -2.043 -2.833
H: 0.479 -3.172 -0.929
H: -1.211 -2.623 -0.759
H: -1.625 0.718 0.403
C: 1.548 0.476 0.622
C: 0.372 0.883 1.086
N: 0.027 0.803 2.437
N: -0.393 1.470 -1.184
C: -0.759 1.376 0.217
H: 0.818 0.702 3.056
H: -0.622 1.510 2.750
H: -1.184 1.819 -1.717
H: -0.164 0.545 -1.547
H: -1.041 2.379 0.554
H: 0.117 -1.660 -0.060
H: 2.320 0.126 1.287
H: 1.770 0.491 -0.426